81
Properties=species:S:1:pos:R:3:forces:R:3 method="wB97M-V/def2-TZVPD" energy_ha=-2874.5047 spin_multiplicity=8 homo_energy_ev="-4.5 / -5.2" molar_mass_g_mol=635.88 charge=0 orbital_gap_ev="4.43 / 5.12" relative_energy_ev=0.000
O -1.857 -2.641 -1.331 0.59 -0.74 1.70
O -3.113 -1.582 -2.959 -0.55 0.49 -1.12
C -0.442 -2.981 -1.584 -0.07 -0.09 -0.26
C 0.442 -2.849 -0.365 0.15 -0.22 0.04
H -0.127 -2.290 -2.374 -0.16 -0.04 0.21
H -0.443 -4.001 -1.994 0.07 0.23 0.13
H 0.255 -1.937 0.209 0.02 -0.02 -0.06
H 1.489 -2.815 -0.692 -0.26 0.04 0.00
H 0.351 -3.725 0.286 0.00 0.22 0.01
C -2.515 -2.964 -0.034 0.43 0.52 -0.31
C -3.590 -3.984 -0.258 -0.08 -0.31 -0.18
H -2.911 -2.010 0.331 0.17 -0.27 -0.01
H -1.738 -3.304 0.651 -0.11 0.10 -0.16
H -4.326 -3.618 -0.981 0.06 -0.12 0.10
H -4.104 -4.208 0.679 0.06 0.10 -0.05
H -3.150 -4.916 -0.627 -0.15 0.07 -0.02
C -3.522 -0.218 -2.647 -0.01 0.38 -0.41
C -2.552 -1.758 -4.307 0.24 0.11 0.22
C -4.041 -0.113 -1.236 0.00 0.13 0.32
H -4.306 0.021 -3.376 0.11 -0.05 0.14
H -2.676 0.468 -2.814 -0.14 -0.27 0.09
H -4.715 -0.934 -0.969 0.11 0.06 -0.15
H -4.619 0.813 -1.149 0.11 -0.10 -0.04
H -3.231 -0.040 -0.501 -0.09 -0.07 -0.15
C -3.045 -3.054 -4.898 -0.16 -0.15 0.11
H -1.453 -1.756 -4.213 -0.39 0.16 -0.05
H -2.862 -0.896 -4.906 0.09 -0.14 0.18
H -2.750 -3.906 -4.278 -0.04 0.10 -0.10
H -2.621 -3.194 -5.895 0.03 0.04 0.09
H -4.133 -3.049 -4.993 0.10 -0.01 0.04
H -2.489 -2.153 -2.113 0.22 0.20 -0.06
Eu 1.232 1.571 1.422 1.86 0.50 2.56
C 0.147 1.796 -0.501 -1.83 0.22 -3.39
Si 1.102 2.209 -2.045 -0.80 -0.34 1.36
H -0.605 2.595 -0.285 0.32 -0.13 -0.20
H -0.471 0.868 -0.622 0.32 0.20 -0.01
C 2.180 0.777 -2.593 0.20 -0.15 -0.33
C 2.217 3.696 -1.775 0.11 0.21 -0.10
C -0.144 2.663 -3.376 -0.03 0.35 -0.67
C 3.620 1.072 0.745 0.72 -0.05 0.02
Si 4.481 1.821 2.203 -0.27 -1.09 -1.74
H 3.908 1.424 -0.257 0.22 0.06 0.41
H 3.564 -0.034 0.713 0.04 0.29 0.16
C 5.662 3.165 1.619 0.18 0.36 0.16
C 5.457 0.553 3.193 0.20 0.02 0.42
C 3.234 2.606 3.404 0.08 0.30 0.57
H 0.270 3.425 -4.048 -0.17 -0.14 -0.18
H -1.048 3.083 -2.912 0.27 -0.12 -0.08
H -0.440 1.791 -3.978 0.02 0.12 0.04
H 2.937 0.520 -1.839 -0.28 0.13 -0.16
H 2.704 1.051 -3.521 -0.08 -0.19 0.13
H 1.579 -0.123 -2.789 0.07 0.10 -0.04
H 3.107 3.445 -1.180 -0.27 0.03 -0.11
H 1.668 4.498 -1.260 0.14 -0.10 -0.12
H 2.550 4.082 -2.750 0.01 0.03 0.23
H 6.156 0.008 2.544 -0.22 0.17 0.09
H 4.798 -0.180 3.679 0.11 0.14 -0.11
H 6.047 1.050 3.978 -0.08 -0.17 -0.03
H 2.585 1.872 3.919 0.21 0.20 -0.20
H 2.604 3.395 2.949 0.21 -0.19 0.12
H 3.823 3.105 4.189 -0.25 -0.01 -0.03
H 6.448 3.351 2.364 -0.13 0.08 -0.12
H 5.140 4.114 1.438 0.12 -0.12 -0.01
H 6.150 2.863 0.683 -0.16 0.01 0.23
S 0.147 -1.441 4.901 -0.02 -0.20 0.07
C 1.631 -2.066 4.327 0.42 0.33 -1.12
C 1.979 -1.528 3.078 -0.57 -0.76 1.76
C 1.016 -0.615 2.604 -0.64 0.36 -1.09
C -0.052 -0.456 3.450 0.58 -0.56 0.49
C -1.243 0.369 3.255 -0.46 0.75 -0.34
C -2.467 0.116 3.908 0.04 -0.04 -0.06
C -3.589 0.873 3.602 0.39 0.09 -0.10
C -3.485 1.883 2.641 0.29 0.16 -0.26
C -2.240 2.118 2.047 -0.03 -0.71 0.76
N -1.143 1.408 2.372 -1.09 -0.49 0.39
H 2.178 -2.800 4.911 -0.10 0.18 0.00
H 2.895 -1.777 2.542 -0.20 0.00 0.24
H -2.515 -0.696 4.632 -0.05 0.18 -0.16
H -4.535 0.682 4.106 0.18 0.03 -0.12
H -4.336 2.497 2.358 0.10 -0.14 0.09
H -2.107 2.897 1.290 -0.01 -0.23 0.29